Entry from the OMol25 dataset: C10H14BeN4SeTe4 as an isolated structure (ωB97M-V/def2-TZVPD).

Cartesian coordinates (Å):
Be1 -0.07 0.13 0.22
Te1 -0.73 2.26 1.10
Te2 0.25 3.88 -0.88
Te3 0.31 2.12 -3.06
Te4 -0.54 -0.26 -2.06
C1 -0.87 -2.17 4.56
N1 -0.79 -2.97 3.35
C2 -0.38 -4.28 3.27
C3 -0.47 -4.64 1.97
N2 -0.92 -3.54 1.28
C4 -1.22 -3.49 -0.15
C5 -1.13 -2.52 2.13
Se1 -1.69 -0.79 1.69
H1 -0.50 -2.77 5.39
H2 -1.90 -1.87 4.75
H3 -0.26 -1.27 4.45
H4 -0.08 -4.84 4.13
H5 -0.24 -5.57 1.48
H6 -0.99 -4.46 -0.58
H7 -0.61 -2.72 -0.63
H8 -2.27 -3.24 -0.30
N3 4.72 -2.34 2.62
C6 3.66 -1.72 2.02
C7 3.03 -0.63 2.62
C8 1.94 -0.05 2.00
N4 1.45 -0.49 0.83
C9 2.07 -1.52 0.24
C10 3.15 -2.16 0.79
H9 5.19 -1.87 3.37
H10 5.28 -2.97 2.07
H11 3.38 -0.22 3.56
H12 1.43 0.80 2.43
H13 1.68 -1.81 -0.72
H14 3.61 -2.99 0.27

Orbital gap, eV: 5.8
LUMO energy, eV: 0.0

For each atom in turn, the natural (NBO) charge in e is: 1.254, -0.588, -0.084, -0.068, -0.628, -0.402, -0.351, -0.065, -0.071, -0.346, -0.407, 0.260, -0.328, 0.212, 0.231, 0.233, 0.233, 0.235, 0.214, 0.231, 0.238, -0.774, 0.238, -0.317, 0.084, -0.709, 0.075, -0.318, 0.395, 0.395, 0.223, 0.247, 0.236, 0.222

---

Entry from the OMol25 dataset: one molecule with the formula C4H10N2O2 (ωB97M-V/def2-TZVPD).

Cartesian coordinates (Å):
C1 -0.63 0.37 -0.64
N1 0.67 0.67 -1.23
C2 1.34 1.84 -0.90
O1 1.06 2.23 0.34
O2 1.94 2.52 -1.71
C3 -0.49 -0.59 0.59
C4 0.33 -1.83 0.35
N2 -1.86 -0.89 1.07
H1 -1.08 1.32 -0.33
H2 -1.31 -0.09 -1.33
H3 0.67 0.66 -2.24
H4 1.72 2.72 0.82
H5 0.00 0.01 1.37
H6 0.61 -2.35 1.31
H7 1.27 -1.49 -0.05
H8 -0.12 -2.60 -0.25
H9 -2.05 -0.65 2.04
H10 -2.07 -1.84 0.79

Orbital gap, eV: 9.8
Energy relative to the best compared isomer or geometry (same formula, charge and spin), kJ/mol: 121.21
LUMO energy, eV: 0.7

For each atom in turn, the natural (NBO) charge in e is: -0.225, -0.650, 0.885, -0.719, -0.625, -0.053, -0.634, -0.866, 0.204, 0.205, 0.397, 0.512, 0.189, 0.211, 0.229, 0.202, 0.377, 0.360

---

Entry from the OMol25 dataset: C9H18Br6Cl3O4P as an isolated structure (ωB97M-V/def2-TZVPD).

Cartesian coordinates (Å):
C1 16.07 17.12 8.53
Br1 15.10 15.73 7.61
Br2 17.47 17.81 7.43
Br3 16.70 16.51 10.23
H1 15.37 17.92 8.71
C2 18.50 15.62 13.60
Br4 19.86 14.25 13.51
Br5 19.26 17.35 13.92
Br6 17.18 15.17 14.93
H2 17.99 15.65 12.64
C3 18.10 13.23 7.26
C4 19.41 13.97 7.39
O1 19.67 14.22 8.79
P1 21.15 14.19 9.27
O2 22.16 14.61 8.32
O3 21.05 15.07 10.57
C5 22.29 15.46 11.21
C6 23.13 14.30 11.70
O4 21.38 12.70 9.77
C7 20.40 12.01 10.55
C8 19.97 10.74 9.86
H3 17.27 13.84 7.61
H4 17.92 12.98 6.21
H5 18.13 12.31 7.84
H6 20.23 13.37 6.99
H7 19.40 14.91 6.84
H8 22.86 16.04 10.49
H9 21.99 16.11 12.04
H10 23.82 14.68 12.46
H11 22.52 13.53 12.17
H12 23.69 13.83 10.90
H13 20.82 11.81 11.54
H14 19.53 12.65 10.74
H15 20.63 9.90 10.10
H16 18.93 10.47 10.05
H17 20.01 10.85 8.78
C9 13.28 20.38 7.36
Cl1 12.88 21.34 8.78
Cl2 15.02 20.27 7.14
Cl3 12.52 21.08 5.92
H18 12.88 19.38 7.49

Orbital gap, eV: 10.0
Energy relative to the best compared isomer or geometry (same formula, charge and spin), kJ/mol: 0.00
LUMO energy, eV: -0.2

For each atom in turn, the natural (NBO) charge in e is: -0.502, 0.082, 0.111, 0.092, 0.225, -0.493, 0.090, 0.100, 0.088, 0.217, -0.630, -0.060, -0.833, 2.594, -1.104, -0.824, -0.070, -0.646, -0.826, -0.068, -0.639, 0.215, 0.217, 0.209, 0.191, 0.192, 0.201, 0.194, 0.220, 0.206, 0.229, 0.179, 0.191, 0.215, 0.217, 0.219, -0.289, 0.025, 0.018, 0.021, 0.226

---

Entry from the OMol25 dataset: C5H9O3Sc as an isolated structure (ωB97M-V/def2-TZVPD).

Cartesian coordinates (Å):
H1 1.68 0.55 0.10
O1 -0.10 0.77 -0.95
O2 0.12 -0.63 0.86
O3 1.27 -1.06 -1.14
C1 0.05 2.02 -0.80
C2 -0.01 -1.86 1.05
C3 -0.94 2.94 -1.31
C4 -0.71 -2.38 2.21
C5 0.95 -0.16 -0.36
H2 1.01 2.40 -0.41
H3 0.44 -2.53 0.30
H4 -1.17 3.67 -0.51
H5 -0.43 3.54 -2.09
H6 -1.82 2.44 -1.71
H7 -1.50 -3.04 1.83
H8 -0.01 -3.04 2.74
H9 -1.10 -1.59 2.86
Sc1 2.27 -2.05 -2.67

Orbital gap (spin up / spin down), eV: 8.3 / 10.6
Multiplicity: 2
Energy relative to the best compared isomer or geometry (same formula, charge and spin), kJ/mol: 0.00
LUMO energy (spin up / spin down), eV: -13.2 / -13.2
Total charge: +3

For each atom in turn, the natural (NBO) charge in e is: 0.196, -0.402, -0.387, -0.916, 0.570, 0.570, -0.750, -0.744, 0.657, 0.216, 0.187, 0.336, 0.333, 0.291, 0.326, 0.328, 0.297, 1.891

---

Entry from the OMol25 dataset: one molecule with the formula C6H7N (ωB97M-V/def2-TZVPD).

Cartesian coordinates (Å):
N1 2.45 -2.18 -0.34
C1 1.54 -1.55 0.00
C2 0.33 -0.77 0.29
C3 -0.42 -0.42 -1.01
C4 -1.28 0.73 -0.58
C5 -0.76 1.34 0.48
C6 0.48 0.62 0.98
H1 -0.31 -1.39 0.91
H2 0.30 -0.10 -1.78
H3 -0.95 -1.28 -1.43
H4 -2.13 1.07 -1.16
H5 -1.20 2.21 0.95
H6 1.40 1.09 0.62
H7 0.56 0.63 2.07

Orbital gap, eV: 10.7
Energy relative to the best compared isomer or geometry (same formula, charge and spin), kJ/mol: 88.95
LUMO energy, eV: 0.9

For each atom in turn, the natural (NBO) charge in e is: -0.327, 0.293, -0.316, -0.420, -0.189, -0.188, -0.423, 0.245, 0.220, 0.224, 0.219, 0.218, 0.220, 0.225

---

Entry from the OMol25 dataset: C45H53FKN7O5S2SeSi as an isolated structure (ωB97M-V/def2-TZVPD).

Cartesian coordinates (Å):
K1 -0.22 0.64 0.69
C1 5.20 1.34 -1.00
N1 4.00 2.04 -0.58
C2 3.90 3.45 -0.94
C3 3.03 1.48 0.18
O1 2.07 2.11 0.59
C4 3.23 0.00 0.49
O2 2.17 -0.49 1.28
C5 2.10 -1.90 1.17
C6 0.77 -2.40 1.70
O3 -0.08 -1.63 2.15
N2 0.56 -3.73 1.63
C7 1.45 -4.67 0.97
C8 -0.71 -4.29 2.06
H1 5.63 1.87 -1.85
H2 4.98 0.33 -1.32
H3 5.96 1.31 -0.21
H4 4.01 3.56 -2.01
H5 4.67 4.03 -0.43
H6 2.92 3.81 -0.64
H7 4.19 -0.14 0.99
H8 3.25 -0.54 -0.46
H9 2.93 -2.38 1.70
H10 2.15 -2.18 0.10
H11 2.23 -4.17 0.41
H12 0.88 -5.26 0.26
H13 1.92 -5.34 1.71
H14 -1.33 -3.49 2.44
H15 -0.54 -5.03 2.84
H16 -1.20 -4.76 1.21
O4 -2.64 1.25 1.82
S1 -2.49 0.84 3.25
C9 -2.18 2.37 4.22
C10 -1.40 2.03 5.49
C11 -0.27 2.99 5.87
C12 0.77 3.33 4.81
S2 1.44 1.98 3.79
O5 0.29 1.45 3.02
C13 1.77 0.77 5.08
C14 2.66 1.05 6.11
C15 2.94 0.07 7.05
C16 2.35 -1.18 6.94
C17 1.48 -1.45 5.89
C18 1.18 -0.48 4.95
C19 -4.14 0.53 3.88
C20 -4.28 -0.02 5.15
C21 -5.55 -0.27 5.64
C22 -6.67 0.02 4.86
C23 -6.51 0.55 3.59
C24 -5.24 0.81 3.09
H17 -3.13 2.86 4.42
H18 -1.61 2.97 3.52
H19 -0.97 1.03 5.37
H20 -2.08 1.98 6.33
H21 0.24 2.57 6.74
H22 -0.70 3.94 6.21
H23 1.63 3.83 5.26
H24 0.38 4.00 4.04
H25 3.14 2.02 6.18
H26 3.63 0.28 7.86
H27 2.57 -1.94 7.67
H28 1.02 -2.43 5.80
H29 0.53 -0.67 4.11
H30 -3.41 -0.27 5.74
H31 -5.68 -0.69 6.63
H32 -7.66 -0.18 5.25
H33 -7.38 0.76 2.98
H34 -5.09 1.21 2.10
C25 3.38 -3.92 -4.18
Si1 3.27 -2.62 -2.81
C26 4.70 -3.01 -1.64
C27 3.69 -0.96 -3.62
N3 1.82 -2.49 -1.98
C28 0.65 -3.14 -1.97
C29 0.45 -4.47 -2.46
C30 -0.76 -5.13 -2.38
C31 -1.87 -4.53 -1.80
C32 -1.73 -3.23 -1.31
C33 -0.53 -2.59 -1.40
F1 -0.48 -1.31 -0.90
H35 4.30 -3.80 -4.75
H36 2.54 -3.82 -4.88
H37 3.36 -4.93 -3.78
H38 5.65 -3.10 -2.18
H39 4.53 -3.96 -1.12
H40 4.83 -2.25 -0.86
H41 4.76 -0.89 -3.84
H42 3.41 -0.14 -2.96
H43 3.14 -0.82 -4.55
H44 1.31 -4.96 -2.90
H45 -0.84 -6.14 -2.77
H46 -2.82 -5.05 -1.73
H47 -2.56 -2.71 -0.85
Se1 -3.26 5.41 -5.73
N4 -2.97 5.69 -4.00
C34 -2.32 4.65 -3.55
C35 -1.89 4.51 -2.16
C36 -2.14 5.49 -1.21
C37 -1.71 5.29 0.08
C38 -1.05 4.10 0.38
N5 -0.81 3.15 -0.52
C39 -1.20 3.35 -1.78
C40 -0.90 2.29 -2.77
N6 -0.22 1.21 -2.34
C41 0.06 0.25 -3.20
C42 -0.32 0.29 -4.54
C43 -1.02 1.39 -4.99
C44 -1.31 2.42 -4.10
C45 -2.04 3.61 -4.51
N7 -2.47 3.82 -5.72
H48 -2.66 6.39 -1.50
H49 -1.88 6.03 0.86
H50 -0.71 3.89 1.39
H51 0.62 -0.59 -2.80
H52 -0.07 -0.52 -5.21
H53 -1.34 1.48 -6.02

Orbital gap, eV: 5.6
Energy relative to the best compared isomer or geometry (same formula, charge and spin), kJ/mol: 0.00
LUMO energy, eV: -0.4

Atom charges from the Löwdin analysis, given in e for atoms 1 to 99: 0.783, -0.044, -0.137, -0.031, -0.412, -0.012, -0.119, -0.163, -0.119, -0.420, -0.028, -0.122, -0.028, -0.024, 0.093, 0.062, 0.097, 0.091, 0.093, 0.082, 0.146, 0.103, 0.148, 0.083, 0.073, 0.088, 0.094, 0.085, 0.090, 0.084, -0.552, 0.975, -0.289, -0.239, -0.214, -0.316, 1.013, -0.627, -0.371, -0.089, -0.080, -0.080, -0.057, -0.065, -0.377, -0.087, -0.081, -0.086, -0.073, -0.066, 0.102, 0.064, 0.080, 0.113, 0.108, 0.118, 0.088, 0.084, 0.111, 0.105, 0.103, 0.109, 0.090, 0.109, 0.104, 0.102, 0.106, 0.109, -0.195, 0.331, -0.180, -0.184, -0.070, -0.354, -0.055, -0.125, -0.135, -0.045, -0.223, -0.065, 0.023, 0.026, 0.017, 0.024, 0.020, 0.001, 0.025, 0.002, 0.021, 0.081, 0.095, 0.088, 0.117, 1.095, -0.236, -0.338, -0.091, 0.000, -0.037

---

One value per record, in order, for largest force on an atom: 0.011, 0.039, 0.018, 0.078, 0.024, 0.009 hartree/bohr.
One value per record, in order, for calculated total energy: -111481.730, -11385.647, -484928.087, -32140.271, -7824.725, -182132.714 eV.